(1)
A molecular structure, C25H22N2O6STc. Source: the OMol25 dataset; level of theory: wB97M-V/def2-TZVPD.

```
57
Properties=species:S:1:pos:R:3:forces:R:3
Tc 0.182099 0.640397 -0.095587 0.05 0.11 0.25
C 4.429077 0.763788 -1.809707 0.07 -0.02 0.13
O 4.829461 1.552471 -0.684911 -0.07 0.08 -0.12
C 4.420647 1.124830 0.556078 -0.05 -0.10 0.05
C 5.366310 1.090643 1.551287 0.05 -0.04 0.06
C 5.028641 0.682324 2.849610 -0.05 0.00 -0.03
C 3.734057 0.287154 3.101186 0.13 0.03 0.04
C 2.735244 0.320086 2.114582 -0.31 -0.09 0.10
C 1.420850 -0.177238 2.497205 0.46 0.03 0.12
N 0.370838 -0.146031 1.756322 -0.48 -0.13 -0.01
N -0.776633 -0.743546 2.301038 0.39 0.19 -0.16
C -1.761144 -0.641593 1.445958 -0.51 -0.26 0.15
O -1.723607 -0.081793 0.304347 -0.02 0.16 -0.01
C -3.083069 -1.236000 1.852913 0.39 0.14 -0.08
C -3.289005 -1.777282 3.116485 -0.06 -0.07 0.13
C -4.523514 -2.315579 3.454607 0.10 0.05 -0.01
C -5.560226 -2.319130 2.528989 -0.04 -0.03 0.02
C -5.355260 -1.781283 1.266563 0.13 0.06 -0.05
C -4.119265 -1.239533 0.930697 -0.26 -0.06 -0.07
C 3.051246 0.793134 0.807576 0.01 0.01 -0.08
O 2.205893 0.931027 -0.154590 0.08 0.12 -0.13
H 5.112401 1.038283 -2.614148 0.00 -0.01 -0.02
H 3.398465 0.948527 -2.095715 -0.05 0.04 0.00
H 4.532648 -0.302247 -1.590244 0.01 -0.01 0.02
H 6.379369 1.380168 1.294963 0.00 0.00 0.01
H 5.778535 0.655710 3.630934 0.01 0.00 0.00
H 3.458038 -0.064559 4.090806 0.00 0.00 0.00
H 1.311700 -0.638272 3.477327 0.06 -0.01 -0.02
H -2.464755 -1.768276 3.817845 -0.02 -0.01 0.00
H -4.676382 -2.733913 4.443048 0.00 -0.01 0.00
H -6.522254 -2.745744 2.789944 0.00 0.01 0.01
H -6.156186 -1.783837 0.536739 0.00 -0.01 0.00
H -3.932472 -0.817469 -0.047872 0.00 -0.01 0.00
O -1.460566 1.615003 -3.846253 0.14 0.02 -0.10
C -0.871169 0.825298 -3.098260 -0.22 -0.26 0.27
O -0.230768 1.202905 -2.061698 -0.03 0.34 -0.18
C -0.916106 -0.662248 -3.447584 0.11 0.08 -0.01
C -1.627941 -0.958455 -4.615217 0.00 -0.03 -0.02
C -1.715310 -2.231534 -5.145170 0.02 0.01 0.06
C -1.054045 -3.263253 -4.479364 0.00 0.01 -0.01
C -0.359548 -3.000031 -3.320028 0.00 0.03 0.05
C -0.268780 -1.708209 -2.743232 -0.05 -0.01 -0.03
S 0.622790 -1.628364 -1.240260 0.00 -0.03 -0.03
H -2.107377 -0.119969 -5.103272 0.01 0.00 0.00
H -2.275684 -2.417943 -6.054575 0.00 0.00 0.00
H -1.086399 -4.277828 -4.865922 0.00 -0.01 0.01
H 0.139183 -3.804618 -2.792099 0.00 0.00 -0.01
C 0.601936 3.755298 -1.052141 0.01 0.01 0.02
O -0.029212 3.626133 0.225880 0.17 -0.01 -0.02
C -0.186469 2.372289 0.723486 -0.05 -0.32 -0.23
C -0.728533 2.569221 2.123066 -0.11 -0.05 -0.04
H 1.477882 3.109444 -1.107684 0.01 0.01 0.00
H 0.897275 4.802795 -1.129943 0.01 0.01 0.00
H -0.082638 3.476741 -1.848424 -0.01 0.02 0.00
H -1.120662 3.579892 2.263879 0.00 0.00 0.00
H 0.083837 2.406031 2.838858 -0.01 -0.01 0.00
H -1.503441 1.836183 2.351682 0.01 0.01 -0.02
```
Forces are in eV/Å.

Output
* maximum force: 0.0115 hartree/bohr
* <S²>: 0.82
* total charge: -2
* energy above the lowest of the compared OMol25 structures with the same formula, charge and spin: 14.8 kJ/mol
* 2S+1: 2
* HOMO energy (alpha / beta): -0.85 / -0.46 eV

Results of the Mulliken charge analysis, in e, for atoms 1 through 5:
1 Tc 0.389
2 C -0.587
3 O -0.554
4 C 0.073
5 C -0.473



(2)
C4H8S in the gas phase in a non-equilibrium geometry. Source: the OMol25 dataset; level of theory: wB97M-V/def2-TZVPD.

```
13
Properties=species:S:1:pos:R:3:forces:R:3
C 2.546164 -0.250443 -0.702323 4.59 -1.17 -0.97
C 1.313837 -0.592259 -0.464475 -1.30 -3.40 -0.96
S 0.149161 0.541853 0.022523 -0.69 0.71 0.09
C -1.169989 -0.488024 0.622420 -1.64 -2.33 1.91
C -2.493996 0.312747 0.409527 -1.89 0.54 -1.95
H 3.178264 -1.173838 -1.246951 -1.25 3.05 1.63
H 3.082014 0.738715 -0.357568 -1.26 -2.14 -1.02
H 0.985840 -1.723404 -0.768019 0.48 3.01 0.79
H -1.257317 -1.515645 0.082716 0.58 1.80 0.86
H -0.976730 -0.684395 1.795208 -0.65 0.19 -2.71
H -2.540739 1.049696 1.200197 -0.11 0.46 -0.02
H -2.384170 0.874732 -0.620985 -0.32 -0.96 2.04
H -3.649843 -0.127634 0.364152 3.45 0.24 0.30
```
Forces are in eV/Å.

Output
* maximum force: 0.0940 hartree/bohr
* total charge: 0
* energy above the lowest of the compared OMol25 structures with the same formula, charge and spin: 197.2 kJ/mol
* HOMO energy: -8.27 eV

Results of the Mulliken charge analysis, in e, for atoms 1 through 5:
1 C -0.481
2 C 0.003
3 S -0.128
4 C -0.262
5 C -0.950



(3)
11 unconnected molecules or ions with the total composition C41H93N12O24P3 in a non-equilibrium geometry. Source: the OMol25 dataset; level of theory: wB97M-V/def2-TZVPD.

```
173
Properties=species:S:1:pos:R:3:forces:R:3
C 1.162574 -2.240998 13.282383 -0.87 1.56 -0.15
N 0.499174 -2.078448 11.949623 0.21 -0.45 0.10
C 0.454764 -3.399828 11.256863 -1.15 1.02 -0.58
P 0.071584 -0.547588 11.159873 -0.42 -1.43 0.79
O 0.533404 0.652742 11.920423 0.28 -1.39 -0.96
N 0.532944 -0.788248 9.569203 1.37 0.12 0.15
C -0.276936 -1.232638 8.443373 0.01 0.75 -0.79
C 2.011724 -0.682498 9.327223 -1.58 0.16 0.00
N -1.587406 -0.488668 10.925153 -0.34 -1.49 0.95
C -2.449076 -1.592758 11.251083 0.52 -1.98 -0.26
C -2.342996 0.710802 11.054363 1.60 1.47 -1.10
H 1.094544 -3.259048 13.665873 0.48 -0.20 -0.70
H 0.643304 -1.714918 14.083443 -0.27 0.52 -0.22
H 2.156094 -1.793238 13.259443 0.25 -0.58 0.10
H -0.266456 -3.291638 10.446783 0.40 -0.15 -0.43
H 0.016454 -4.212668 11.835893 -0.12 0.34 0.72
H 1.379374 -3.835678 10.878383 0.43 0.61 -0.08
H 0.159134 -2.018388 7.826493 0.11 -1.05 0.94
H -1.329866 -1.382848 8.681883 0.34 -0.37 0.27
H -0.298896 -0.518888 7.619863 -0.04 1.09 0.26
H 2.487214 -1.661078 9.260913 0.08 -0.05 0.19
H 2.162444 -0.160058 8.382523 0.08 0.08 0.00
H 2.396494 -0.062758 10.137153 0.36 -0.21 -0.10
H -2.495426 -1.820438 12.316033 0.02 0.09 0.25
H -3.478856 -1.560428 10.895273 0.01 0.93 -0.19
H -2.088006 -2.490648 10.749553 0.13 -0.26 0.20
H -2.940236 0.724612 11.966073 -0.37 0.20 -0.34
H -2.791596 0.802342 10.065183 -1.33 0.37 0.48
H -1.619376 1.525902 11.044633 -0.19 0.33 0.51
C 12.342164 -2.021468 -4.359377 -0.91 -0.20 0.26
N 11.853804 -2.370158 -3.025207 -1.17 1.95 1.11
C 12.839664 -2.989908 -2.182307 0.16 -0.34 0.05
P 10.148944 -2.549008 -3.001527 1.28 -1.74 0.68
O 9.560164 -1.529078 -3.899017 -0.12 -0.85 0.46
N 10.043874 -4.183468 -3.636737 -0.92 0.92 -1.23
C 9.583264 -4.368078 -5.068387 -0.57 0.65 1.27
C 10.611844 -5.363178 -3.030827 0.82 -0.18 0.63
N 9.581694 -2.636618 -1.352147 0.94 0.07 -2.32
C 10.050944 -1.687248 -0.354347 0.81 -0.13 -0.25
C 8.539784 -3.608828 -1.045707 0.35 0.07 -0.23
H 13.395564 -1.755338 -4.272097 -0.03 -0.38 -0.41
H 11.786944 -1.197018 -4.806727 0.07 0.16 0.36
H 12.062484 -2.884318 -4.963837 1.03 -0.15 -0.73
H 13.011034 -4.016148 -2.507227 0.18 -0.29 0.34
H 12.610504 -2.934428 -1.118117 -0.36 -0.25 -0.08
H 13.815344 -2.512088 -2.270937 -0.06 0.39 -0.20
H 10.248764 -3.948528 -5.822827 0.19 0.08 0.17
H 9.414224 -5.415848 -5.316797 0.17 -0.08 0.39
H 8.615584 -3.873158 -5.150497 0.06 0.09 -0.27
H 11.535934 -5.212748 -2.472667 -0.17 0.56 0.24
H 9.940744 -5.858418 -2.329077 -0.23 -0.25 -0.10
H 10.972994 -6.098888 -3.749447 -0.52 0.07 -0.43
H 9.320194 -1.334238 0.373323 -0.37 -0.33 -0.24
H 10.876384 -2.165438 0.172993 0.06 0.19 0.50
H 10.466874 -0.796118 -0.824457 -0.07 -0.02 -0.17
H 8.429584 -3.761528 0.027903 0.12 0.23 0.03
H 8.853464 -4.560878 -1.473847 -0.54 0.02 0.07
H 7.590454 -3.275038 -1.464577 -0.21 -0.26 0.08
C -10.573206 1.043742 -5.734657 0.65 0.18 0.22
N -9.278836 0.330212 -5.566667 0.66 0.73 -0.83
C -8.373326 0.145322 -6.781027 -0.91 -0.70 1.22
P -8.935876 -0.430948 -4.106647 -1.17 -1.26 1.97
O -9.495036 -1.839998 -4.038087 1.49 2.04 0.00
N -7.274506 -0.241108 -3.698557 -1.36 -1.30 -1.38
C -6.625726 1.043362 -3.733447 -0.52 0.33 0.11
C -6.330966 -1.354978 -3.721657 -0.16 -0.36 -0.22
N -9.651606 0.512012 -2.838517 -0.04 0.59 -0.81
C -10.947426 0.165062 -2.163867 0.22 -0.47 -1.30
C -9.322446 1.980592 -2.764447 -0.28 -1.44 0.60
H -11.490626 0.468502 -5.610027 0.25 -0.68 -0.08
H -10.609476 1.491482 -6.727787 0.12 0.00 0.07
H -10.660406 1.836392 -4.991547 0.13 0.21 -0.11
H -7.574526 0.873712 -6.920517 -0.10 0.28 0.47
H -8.934106 0.113782 -7.715177 -0.37 0.08 0.25
H -7.932116 -0.846218 -6.679567 0.21 0.03 -0.07
H -5.592656 0.894202 -4.047457 0.02 0.40 0.35
H -7.097556 1.748492 -4.417757 0.13 -0.16 -0.36
H -6.786866 1.463852 -2.740807 0.98 0.42 0.07
H -6.062776 -1.645778 -4.737337 0.05 -0.08 -0.24
H -5.402176 -1.040868 -3.245437 -0.13 -0.01 0.22
H -6.695386 -2.250758 -3.218797 -0.21 0.19 0.05
H -11.744766 0.078622 -2.902007 -0.18 0.11 -0.22
H -10.954006 -0.811108 -1.678937 0.55 0.08 0.08
H -11.303896 0.911142 -1.453657 0.65 0.19 0.03
H -8.635976 2.337212 -3.532347 -0.70 -0.16 -0.23
H -8.773026 2.129932 -1.834967 -0.26 0.35 0.27
H -10.274006 2.512132 -2.754687 0.26 0.43 -0.08
C 2.003704 11.871392 5.555873 0.22 -0.65 0.14
C 1.530394 11.622262 4.133443 -0.05 0.99 -0.03
C 2.220104 12.469302 3.007613 -1.76 -0.40 0.79
O 3.238314 11.627342 2.503423 -0.19 -2.26 0.40
C 2.964114 10.289262 2.892403 1.88 -1.67 0.99
O 3.676174 9.288042 2.668213 -3.18 4.37 0.41
O 1.854654 10.291692 3.765263 2.09 -0.58 -1.81
H 3.093284 11.900382 5.564563 0.06 0.07 0.16
H 1.685034 11.007262 6.138823 0.14 -0.10 0.07
H 1.604874 12.727462 6.100103 -0.06 0.28 -0.58
H 0.442384 11.668442 4.086503 0.03 0.30 -0.14
H 2.562784 13.445182 3.351583 0.54 -0.33 0.05
H 1.443744 12.653082 2.264923 0.27 -0.02 -0.45
C -5.443896 -0.348668 2.907683 0.28 0.07 1.14
C -6.633656 0.524512 3.301213 0.85 1.66 1.32
C -7.028566 0.521282 4.814563 -0.37 -1.38 -1.88
O -6.505806 1.695522 5.361723 -0.14 -0.68 1.84
C -6.140246 2.524152 4.404403 -0.01 -0.17 -0.73
O -5.746726 3.623612 4.516413 0.58 1.73 0.91
O -6.280256 1.957462 3.232333 -0.24 -1.64 -2.71
H -4.655856 -0.352938 3.660733 -0.10 0.75 0.66
H -4.857036 -0.027958 2.046963 -0.83 -0.39 -0.57
H -5.711646 -1.399568 3.017253 -0.30 -0.12 -1.09
H -7.575276 0.402272 2.765943 0.58 -0.20 -0.63
H -6.646796 -0.393978 5.266963 -0.17 0.34 0.55
H -8.114186 0.548052 4.720633 -0.11 0.03 1.15
C 2.582164 -7.273228 -4.757767 1.72 1.05 1.05
C 1.632144 -7.662768 -5.863107 1.53 -0.01 1.35
C 1.430404 -9.175148 -5.980457 3.49 0.18 1.25
O 0.115834 -9.263288 -6.129307 -3.86 -0.89 -1.34
C -0.500316 -8.064078 -5.944157 -3.09 -1.20 0.18
O -1.675626 -7.878768 -6.040807 0.18 -0.54 -0.32
O 0.320964 -7.169248 -5.513157 2.53 0.96 -0.50
H 2.312474 -6.513618 -4.024037 -1.34 0.16 -0.36
H 3.492164 -6.760878 -5.070017 0.23 -0.46 -0.74
H 2.918124 -8.045808 -4.066137 -0.17 -0.63 -0.51
H 1.971544 -7.345478 -6.849137 -0.38 0.77 0.10
H 1.781944 -9.740298 -5.117247 -0.31 0.26 0.75
H 2.060504 -9.653128 -6.730527 -0.51 0.35 -0.91
C 0.500624 3.266612 0.156203 -0.29 0.12 -0.99
C 1.407424 2.170172 -0.347077 -1.85 3.14 -1.80
C 2.453504 1.722812 0.550883 0.32 -1.49 -0.35
O 2.194264 0.326522 0.410573 3.34 -1.34 3.40
C 1.081984 -0.020668 -0.177417 1.56 0.91 -0.63
O 0.817384 -1.136088 -0.400457 -1.59 -2.18 -0.24
O 0.548954 1.082612 -0.618727 -2.03 0.43 -0.96
H 0.207974 3.175052 1.202193 0.27 0.16 0.01
H -0.386196 3.116442 -0.459507 -0.27 0.42 0.20
H 0.918924 4.225942 -0.148407 -0.08 0.20 0.64
H 1.804834 2.523522 -1.298557 0.05 -0.23 -0.23
H 2.264344 2.173302 1.525233 0.58 -0.70 0.42
H 3.459294 1.821792 0.142623 -0.03 0.57 0.52
C 2.679594 -0.032038 -7.365397 -2.27 -0.92 1.31
C 1.273204 -0.617568 -7.895257 2.55 0.50 -2.50
C -0.019476 -0.554628 -7.198187 0.16 0.52 3.81
O -0.787976 0.393542 -7.835737 -2.93 0.85 0.18
C -0.231026 0.745612 -8.958287 0.61 0.41 -2.23
O -0.586606 1.433942 -9.861427 -1.53 0.87 0.39
O 0.924094 0.160192 -9.055307 3.01 -1.46 -0.72
H 2.500664 0.960732 -6.952487 -0.12 0.05 0.00
H 3.584764 0.041712 -7.968157 -0.68 -0.48 -0.73
H 2.892794 -0.692478 -6.524887 0.40 0.13 0.24
H 1.290924 -1.665298 -8.195357 1.20 0.05 -0.37
H 0.104684 -0.087618 -6.221157 -0.02 -0.82 0.64
H -0.475666 -1.542708 -7.137397 -0.39 0.30 0.00
C -4.187146 9.088732 0.505533 0.65 1.03 -0.66
N -3.644526 9.989372 -0.565127 -0.70 0.41 -0.64
O -4.412316 10.638392 -1.278317 0.91 -0.73 0.93
O -2.436536 9.970262 -0.640447 0.25 0.62 -0.51
H -3.271356 8.534132 0.710123 -0.83 -0.77 0.26
H -5.063896 8.632132 0.046243 0.18 -0.31 0.65
H -4.375466 9.762172 1.341653 -0.46 -0.26 -0.01
C -0.346606 -9.257278 -0.136707 -0.48 1.90 -1.20
N -0.323146 -10.009718 1.104093 1.41 -0.04 -0.51
O -0.014166 -9.517908 2.141103 -0.12 2.74 1.70
O -0.344056 -11.175918 0.988063 -1.03 -4.44 -1.11
H -0.832606 -9.700338 -1.005957 -0.33 -0.73 0.74
H 0.689934 -9.158028 -0.458977 0.02 0.41 0.44
H -0.851056 -8.312238 0.064593 0.52 0.16 -0.06
C -2.032286 6.458922 -7.146297 0.86 -0.27 -1.57
N -2.230496 5.977642 -5.776887 -1.08 0.92 -1.44
O -3.313256 6.341562 -5.343657 0.63 -0.78 1.44
O -1.385826 5.237872 -5.325067 -0.65 0.20 0.84
H -2.254506 7.508862 -7.336937 0.29 0.04 0.85
H -2.763446 5.957992 -7.780797 0.14 -0.41 0.18
H -1.018436 6.159952 -7.412427 -0.19 0.29 -0.29
```
Forces are in eV/Å.

Output
* maximum force: 0.1053 hartree/bohr
* total charge: 0
* HOMO energy: -8.26 eV

Results of the Mulliken charge analysis, in e, for atoms 1 through 5:
1 C -1.041
2 N 0.338
3 C -1.047
4 P 0.176
5 O -0.810



(4)
2 unconnected molecules or ions with the total composition C4H4FO2 in a non-equilibrium geometry. Source: the OMol25 dataset; level of theory: wB97M-V/def2-TZVPD.

```
11
Properties=species:S:1:pos:R:3:forces:R:3
C -2.278576 0.994581 -1.285516 -1.96 0.60 0.69
C 1.503495 -0.342321 0.014486 -0.48 0.79 -1.84
C 0.728835 -0.409300 1.331265 1.96 0.13 -0.22
C 0.355342 -1.308819 0.188006 -0.69 0.16 0.42
O -3.267730 0.336857 -1.220502 2.50 0.97 -0.43
O -1.515482 1.888311 -1.332490 -0.51 -1.59 -0.21
F -0.913491 -0.748978 -0.334286 -0.33 0.14 -0.32
H 1.445540 0.673020 -0.453588 -0.21 -0.97 0.09
H 2.302611 -0.937657 -0.397508 0.86 0.22 0.75
H 1.379700 -0.737411 2.157950 -1.08 0.15 0.24
H 0.259757 0.591718 1.332182 -0.06 -0.60 0.83
```
Forces are in eV/Å.

Output
* maximum force: 0.0529 hartree/bohr
* total charge: -1
* energy above the lowest of the compared OMol25 structures with the same formula, charge and spin: 223.5 kJ/mol
* HOMO energy: -2.08 eV

Results of the Mulliken charge analysis, in e, for atoms 1 through 5:
1 C 0.807
2 C -0.477
3 C -0.474
4 C -0.715
5 O -0.420